Computed, not measured: the ion C15H28N6O3 with charge +2 at a distorted geometry, with wB97M-V/def2-TZVPD.

CARTESIAN COORDINATES (ANGSTROEM)
O1 3.157 0.134 -0.456
O2 -3.015 1.315 2.266
O3 -1.201 -1.846 -0.957
N1 -5.617 -1.431 -3.321
N2 4.782 0.656 1.746
N3 -1.720 -0.402 0.715
N4 -3.730 -1.878 -2.251
N5 -5.095 0.726 1.644
N6 1.434 -1.319 -0.760
C1 2.613 -0.774 -1.096
C2 -3.436 0.325 -0.910
C3 -5.296 -0.330 -2.550
C4 0.882 -1.832 1.629
C5 2.355 -1.657 2.113
C6 0.586 -0.959 0.392
C7 -4.136 -0.605 -1.892
C8 -4.663 -2.370 -3.096
C9 -3.759 0.637 1.569
C10 3.323 -1.266 -2.340
C11 -0.881 -1.130 -0.021
C12 -3.156 -0.297 0.512
C13 4.180 -0.112 2.883
C14 2.666 -0.276 2.736
C15 -5.752 1.645 2.603
H1 3.436 -2.360 -2.376
H2 0.680 -2.863 1.377
H3 -6.045 2.564 2.117
H4 -4.639 -3.319 -3.646
H5 2.253 -0.296 3.760
H6 2.230 0.569 2.193
H7 -6.429 -1.488 -3.983
H8 -1.374 0.162 1.460
H9 -4.124 1.154 -0.819
H10 -5.820 0.640 -2.588
H11 -5.124 1.832 3.459
H12 2.770 -0.978 -3.222
H13 4.441 1.608 1.753
H14 -6.652 1.167 3.009
H15 -3.648 -1.251 0.678
H16 2.425 -2.443 2.883
H17 4.651 -1.097 2.977
H18 -5.683 0.146 1.073
H19 -2.526 0.764 -1.380
H20 4.332 -0.866 -2.388
H21 4.399 0.388 3.833
H22 3.035 -1.966 1.311
H23 1.101 -2.046 -1.391
H24 0.205 -1.553 2.463
H25 5.810 0.664 1.739
H26 -2.810 -2.228 -1.999
H27 4.462 0.333 0.843
H28 0.751 0.122 0.631

As for the net charge: +2. Its gap between HOMO and LUMO is 10.0 eV. Its SMILES is CNC(=O)[C@@H](Cc1c[nH]c[nH+]1)NC(=O)[C@@H](CCCC[NH3+])NC(C)=O. The calculation puts the relative energy (zero: lowest compared OMol25 entry of this formula, charge and spin) at 0.000 eV. The value obtained for the HOMO energy is -14.77 eV.

=====

Computed, not measured: a structure of composition C41H47N2O2P2PdS2SeSi at a distorted geometry, with wB97M-V/def2-TZVPD.

CARTESIAN COORDINATES (ANGSTROEM)
Pd1 -1.183 1.123 -1.209
Se1 -1.478 -1.008 -2.465
S1 -3.210 2.202 -0.082
S2 4.065 -2.172 4.263
P1 1.620 0.717 -0.702
P2 -0.514 0.664 1.106
Si1 -1.345 -3.254 -2.308
O1 -1.692 2.540 -3.196
O2 0.290 4.573 0.326
N1 -0.555 3.272 -1.387
N2 0.822 -0.281 0.488
C1 2.027 -0.191 -4.625
C2 3.359 0.983 -0.093
C3 2.882 -2.121 -3.477
C4 -0.309 4.447 -0.734
C5 -2.375 -1.479 1.161
C6 -0.019 -3.918 -3.454
C7 -5.844 1.486 0.024
C8 5.779 0.791 -0.151
C9 -4.284 -1.508 2.626
C10 0.421 0.469 3.801
C11 -3.779 -0.395 3.286
C12 -2.584 0.175 2.875
C13 5.900 1.724 0.869
C14 -3.576 -2.050 1.565
C15 1.991 -0.270 -2.205
C16 1.088 0.959 4.916
C17 5.477 -1.972 3.156
C18 1.725 0.395 -3.402
C19 1.275 3.115 3.867
C20 -7.038 0.968 -0.465
C21 1.525 2.280 4.945
C22 2.612 -1.284 2.039
C23 -1.563 4.949 -2.745
C24 -1.288 3.479 -2.497
C25 4.523 0.432 -0.635
C26 0.617 2.624 2.743
C27 0.212 1.290 2.689
C28 -1.040 -4.124 -0.670
C29 -2.975 -3.928 -2.943
C30 -5.950 0.422 -2.527
C31 -4.682 1.493 -0.759
C32 4.755 2.309 1.394
C33 -1.861 -0.367 1.806
C34 2.570 -1.536 -2.258
C35 -4.759 0.956 -2.050
C36 2.748 -2.418 3.044
C37 1.343 -1.461 1.194
C38 3.507 1.951 0.905
C39 -0.902 5.616 -1.532
C40 -7.100 0.428 -1.743
C41 2.611 -1.450 -4.663
H1 2.046 2.658 5.818
H2 -0.293 -4.932 -3.784
H3 0.398 3.279 1.898
H4 2.914 -3.377 2.546
H5 -5.976 -0.002 -3.526
H6 0.061 -0.552 3.797
H7 1.842 -2.504 3.650
H8 5.395 -1.057 2.572
H9 -1.914 -4.079 -0.016
H10 4.461 -0.284 -1.442
H11 2.580 -0.332 2.566
H12 0.537 -1.816 1.842
H13 -5.235 -1.933 2.924
H14 0.078 -3.276 -4.335
H15 -1.852 -1.869 0.307
H16 -0.107 6.317 -1.785
H17 -2.227 1.068 3.373
H18 -3.974 -2.900 1.022
H19 -3.807 -3.521 -2.359
H20 4.834 3.058 2.176
H21 -1.139 5.244 -3.705
H22 1.784 0.326 -5.547
H23 1.592 4.152 3.898
H24 5.575 -2.835 2.494
H25 2.627 2.435 1.298
H26 -1.615 6.135 -0.892
H27 -0.835 -5.182 -0.891
H28 3.334 -3.105 -3.503
H29 -4.327 0.042 4.114
H30 -3.886 0.964 -2.678
H31 1.504 -2.250 0.454
H32 -3.123 -3.626 -3.988
H33 3.485 -1.264 1.386
H34 -3.001 -5.026 -2.886
H35 -0.183 -3.720 -0.118
H36 -8.029 0.019 -2.123
H37 6.361 -1.910 3.792
H38 -2.640 5.100 -2.793
H39 -7.923 0.979 0.163
H40 6.666 0.337 -0.580
H41 1.251 1.366 -3.372
H42 2.768 -2.084 -1.340
H43 2.842 -1.916 -5.614
H44 1.269 0.309 5.764
H45 6.881 2.005 1.240
H46 0.961 -3.969 -2.961
H47 -5.795 1.888 1.032

Its multiplicity is 3. As for the net charge: -1. Its gap between HOMO and LUMO (alpha / beta) is 6.6 / 6.1 eV. The calculation puts the relative energy (zero: lowest compared OMol25 entry of this formula, charge and spin) at 1.721 eV. The value obtained for the HOMO energy (alpha / beta) is -4.38 / -4.39 eV.

=====

Computed, not measured: a cluster of 3 separate species, C2H7O4 in total at a distorted geometry, with wB97M-V/def2-TZVPD.

CARTESIAN COORDINATES (ANGSTROEM)
O1 0.965 1.857 1.659
O2 -1.757 1.174 1.232
O3 -0.902 -0.989 -0.216
O4 0.407 0.186 -1.613
C1 1.230 -1.848 -0.893
C2 0.130 -0.849 -0.944
H1 0.758 2.535 1.021
H2 1.787 -1.883 -1.830
H3 -2.696 1.223 1.288
H4 0.859 -2.862 -0.692
H5 1.891 -1.445 -0.124
H6 -1.621 0.413 0.599
H7 0.117 1.418 1.864

As for the net charge: -1. Its gap between HOMO and LUMO is 8.1 eV. The calculation puts the relative energy (zero: lowest compared OMol25 entry of this formula, charge and spin) at 0.484 eV. The value obtained for the HOMO energy is -4.10 eV.